Entry 1:
{
  "formula": "HO5S2",
  "method": "ωB97M-V/def2-TZVPD",
  "homo_lumo_gap_ev": [8.8, 8.8],
  "total_charge": -1,
  "multiplicity": 1,
  "e_tot_ha": -1173.2127,
  "e_above_lowest_kcal_mol": 24.2,
  "species": ["O", "O", "O", "O", "O", "S", "S", "H"],
  "positions_angstrom": [[-0.487, -0.962, 0.044], [-0.712, 1.727, 0.170], [1.909, 0.607, -0.016], [-2.759, 0.430, 0.309], [1.487, -2.283, -0.554], [-1.514, 0.653, -0.411], [0.950, -1.334, 0.392], [1.126, 1.162, 0.067]],
  "atomic_forces_ev_per_a": [[0.8, -1.0, 0.5], [-0.2, -0.5, -0.1], [-0.8, -2.8, 0.3], [0.5, -0.3, -0.2], [0.1, 0.2, -0.2], [-0.9, 1.7, -0.2], [0.7, 2.5, -0.1], [-0.2, 0.2, 0.0]]
}



Entry 2:
{
  "formula": "C28H25Cl5NOSn",
  "method": "ωB97M-V/def2-TZVPD",
  "homo_lumo_gap_ev": [4.4, 4.4],
  "total_charge": 1,
  "multiplicity": 1,
  "e_tot_ha": -3726.8547,
  "e_above_lowest_kcal_mol": 5.6,
  "species": ["C", "C", "C", "H", "C", "C", "H", "C", "C", "C", "H", "C", "C", "H", "H", "H", "H", "H", "H", "Sn", "C", "C", "C", "H", "H", "H", "H", "H", "H", "C", "C", "H", "H", "O", "N", "C", "H", "C", "C", "H", "C", "H", "C", "H", "C", "H", "C", "H", "H", "H", "Cl", "C", "C", "C", "Cl", "C", "Cl", "C", "Cl", "C", "Cl"],
  "positions_angstrom": [[2.656, 1.129, 2.918], [1.711, 2.047, 2.390], [0.453, 1.412, 2.298], [1.898, 3.095, 2.180], [0.582, 0.073, 2.770], [1.961, -0.108, 3.206], [-0.229, -0.635, 2.930], [3.132, 0.556, -1.424], [2.851, 1.919, -1.072], [1.541, 2.225, -1.493], [3.550, 2.611, -0.605], [0.993, 1.073, -2.132], [1.952, 0.033, -2.055], [-0.486, 1.879, 2.009], [2.351, -0.941, 3.789], [3.694, 1.336, 3.168], [1.824, -0.970, -2.463], [1.041, 3.188, -1.393], [4.094, 0.054, -1.341], [2.187, -0.541, 0.883], [-0.285, 0.972, -2.929], [0.062, 0.498, -4.356], [-0.965, 2.341, -3.050], [0.674, 1.242, -4.882], [-0.856, 0.356, -4.940], [0.613, -0.450, -4.362], [-0.289, 3.041, -3.559], [-1.242, 2.724, -2.065], [-1.880, 2.243, -3.641], [-1.217, -0.120, -2.308], [-2.140, 0.290, -1.158], [-0.612, -0.975, -1.949], [-1.863, -0.507, -3.114], [-2.145, 1.428, -0.674], [-2.962, -0.711, -0.731], [-3.683, -0.771, 0.542], [-2.892, -1.595, -1.218], [-3.683, 0.503, 1.350], [-3.406, 0.440, 2.720], [-3.239, -0.543, 3.173], [-3.316, 1.612, 3.483], [-3.068, 1.540, 4.544], [-3.578, 2.851, 2.890], [-3.527, 3.764, 3.483], [-3.926, 2.916, 1.534], [-4.140, 3.876, 1.054], [-4.001, 1.745, 0.773], [-4.424, 1.797, -0.228], [-3.212, -1.559, 1.143], [-4.726, -1.065, 0.339], [5.221, -2.083, 1.057], [3.941, -3.174, 0.661], [2.652, -2.672, 0.528], [1.593, -3.511, 0.220], [-0.001, -2.816, 0.100], [1.799, -4.894, 0.048], [0.483, -5.930, -0.299], [3.114, -5.422, 0.179], [3.397, -7.093, -0.041], [4.194, -4.555, 0.487], [5.784, -5.169, 0.629]],
  "atomic_forces_ev_per_a": [[-0.6, 0.1, 0.1], [-0.2, -0.4, 0.6], [0.5, 0.1, 0.1], [0.0, -0.3, -0.2], [0.1, -0.1, -0.9], [0.8, 0.1, -0.9], [0.2, 0.2, 0.0], [-0.7, -1.0, 2.0], [-1.8, 2.0, 0.1], [2.4, 0.3, 0.6], [-0.2, -0.3, -0.1], [1.2, -2.0, -0.8], [-2.2, 0.4, -0.5], [0.2, -0.2, -0.2], [-0.1, 0.2, -0.2], [-0.3, -0.1, -0.1], [0.2, 0.3, 0.1], [0.2, -0.3, 0.0], [-0.1, 0.2, -0.2], [0.4, 0.3, 0.0], [-0.4, -0.2, 0.2], [0.1, -0.1, -0.2], [0.0, 0.1, 0.2], [-0.1, -0.1, 0.2], [0.1, 0.1, 0.2], [-0.1, 0.1, 0.0], [-0.2, -0.1, 0.0], [0.1, 0.1, -0.4], [0.1, 0.1, 0.0], [-0.2, -0.1, -0.2], [0.1, 1.1, 0.4], [-0.2, 0.3, -0.3], [0.2, 0.0, 0.2], [1.0, -1.6, -0.8], [0.4, 0.1, -0.1], [-0.4, 0.0, 0.1], [0.0, 0.2, 0.0], [-0.3, 0.5, 0.4], [0.4, 0.2, -0.5], [0.1, 0.4, -0.1], [-0.3, 0.0, -0.1], [-0.1, 0.1, -0.3], [0.2, -0.3, -0.1], [0.0, -0.2, -0.1], [-0.1, -0.4, -0.1], [0.0, -0.4, 0.3], [-0.9, 0.2, 1.0], [0.4, 0.0, 0.1], [-0.2, 0.1, 0.0], [0.3, 0.0, 0.0], [0.0, 0.1, 0.0], [-0.5, -0.9, -0.2], [-0.1, 0.3, 0.3], [0.5, -0.8, 0.0], [0.2, 0.0, 0.0], [0.6, 0.3, 0.1], [0.0, 0.0, 0.0], [-0.3, 1.0, 0.1], [-0.1, 0.2, 0.0], [-0.7, 0.3, -0.1], [-0.1, 0.0, 0.0]]
}